C32H35BNO8S2SiV | ωB97M-V/def2-TZVPD

Last column: Mulliken charge in e.
Cartesian coordinates (Å):
V: -0.173 -0.131 -1.334  0.6435
C: -0.156 1.859 -0.707  -0.6373
Si: 0.827 2.490 0.729  -0.5755
C: 0.458 1.582 2.351  -1.1987
N: 0.670 0.144 2.370  0.6990
C: -0.160 -0.555 3.339  -1.0101
C: 0.306 -0.376 4.786  -0.7628
C: 1.822 -0.654 4.903  -0.6371
C: 2.384 -1.197 3.591  -1.0392
C: 2.091 -0.228 2.449  0.3765
C: 2.671 2.720 0.430  1.0733
C: 3.581 2.813 1.485  -0.2973
C: 4.926 3.072 1.261  -0.7074
C: 5.390 3.249 -0.035  -0.7303
C: 4.503 3.164 -1.099  -0.4852
C: 3.160 2.900 -0.865  -0.5606
C: 0.182 4.236 1.132  0.6969
C: -1.192 4.426 1.321  -0.5558
C: -1.717 5.669 1.641  -0.8288
C: -0.874 6.763 1.780  -0.4657
C: 0.490 6.602 1.592  -0.7947
C: 1.007 5.353 1.272  -0.1866
H: 0.285 2.265 -1.632  0.3190
H: -1.123 2.347 -0.616  1.0788
H: -0.610 1.780 2.502  0.7697
H: 0.970 2.094 3.189  0.4040
H: -0.173 -1.618 3.083  0.5384
H: -1.189 -0.207 3.222  0.4733
H: -0.268 -1.045 5.434  0.4523
H: 0.083 0.642 5.115  0.2160
H: 2.028 -1.343 5.724  0.3946
H: 2.351 0.275 5.139  0.2794
H: 1.963 -2.183 3.375  0.3911
H: 3.465 -1.333 3.664  0.4747
H: 2.426 -0.638 1.494  -0.5042
H: 2.686 0.679 2.628  -0.1182
H: 3.236 2.680 2.507  0.3809
H: 5.613 3.133 2.097  0.4115
H: 6.440 3.448 -0.215  0.3595
H: 4.857 3.296 -2.114  0.4124
H: 2.485 2.821 -1.709  0.3020
H: -1.871 3.588 1.199  0.2604
H: -2.786 5.786 1.777  0.4110
H: -1.280 7.737 2.027  0.3617
H: 1.154 7.452 1.691  0.3910
H: 2.076 5.250 1.121  0.3115
O: 1.961 0.707 -2.902  0.1884
S: 2.907 -0.287 -1.724  0.4514
O: 2.901 -1.601 -2.338  -0.5473
O: 1.844 -0.153 -0.669  -0.5060
C: 2.162 0.436 -4.214  -0.0382
C: 3.421 0.592 -4.787  -0.3636
C: 3.617 0.318 -6.129  -0.6334
C: 2.561 -0.113 -6.920  -0.7071
C: 1.306 -0.272 -6.356  -0.5198
C: 1.103 -0.001 -5.011  -0.1356
S: -0.540 -0.161 -4.361  1.7401
O: -1.031 1.166 -4.087  -0.7046
O: -1.274 -0.981 -5.282  -0.7707
O: -0.316 -0.907 -3.047  -0.8573
H: 4.238 0.926 -4.159  0.3860
H: 4.604 0.441 -6.559  0.3873
H: 2.715 -0.329 -7.970  0.3775
H: 0.465 -0.620 -6.941  0.5113
O: -3.091 1.330 -0.811  0.0200
B: -2.289 0.315 -1.377  0.7578
O: -3.149 -0.601 -2.029  -0.2508
C: -4.415 -0.120 -1.895  0.5658
C: -5.595 -0.641 -2.375  -1.1545
C: -6.763 0.063 -2.076  -0.4736
C: -6.730 1.234 -1.328  -0.5336
C: -5.526 1.753 -0.848  -1.0338
C: -4.383 1.051 -1.151  0.6633
H: -5.605 -1.550 -2.960  0.5190
H: -7.712 -0.311 -2.436  0.3640
H: -7.655 1.756 -1.116  0.3794
H: -5.486 2.667 -0.269  0.4965
C: -0.806 -1.648 -0.144  -1.4732
H: -1.416 -2.326 -0.748  0.4720
H: -1.391 -1.308 0.710  0.2823
H: 0.095 -2.161 0.210  0.3538

Its expectation value of S² is 0.77. Its calculated total energy is -107538.41196 eV. As for the charge: -1. As for the spin multiplicity: 2.